Formula: C20H15AuNOP
Source: OMol25
Level of theory: ωB97M-V with the def2-TZVPD basis set

```
39
Properties=species:S:1:pos:R:3:nbo_charge:R:1
Au 0.020 -0.007 -3.532 0.3639
O 2.914 -0.006 -3.721 -0.5778
C 1.996 -0.005 -2.927 0.2094
C 2.365 -0.001 -1.434 -0.1920
C 3.734 0.001 -1.155 -0.1689
C 4.213 0.004 0.139 -0.2053
C 3.314 0.006 1.199 -0.2021
C 1.957 0.004 0.938 -0.2272
C 1.457 0.001 -0.368 -0.2099
P -0.388 -0.002 -0.582 0.7372
C -0.842 1.518 0.341 -0.2453
C -1.089 2.601 -0.508 -0.2245
C -1.409 3.855 -0.008 -0.2094
C -1.510 4.047 1.361 -0.2062
C -1.283 2.981 2.219 -0.1976
C -0.948 1.732 1.716 -0.2337
C -0.839 -1.518 0.347 -0.2453
C -1.084 -2.605 -0.498 -0.2245
C -1.402 -3.858 0.007 -0.2094
C -1.502 -4.045 1.377 -0.2062
C -1.276 -2.976 2.231 -0.1976
C -0.944 -1.728 1.723 -0.2337
H 4.409 -0.001 -2.002 0.2379
H 5.280 0.005 0.326 0.2128
H 3.668 0.008 2.222 0.2117
H 1.270 0.005 1.774 0.1997
H -1.017 2.456 -1.580 0.2189
H -1.585 4.677 -0.689 0.2157
H -1.765 5.021 1.759 0.2149
H -1.357 3.121 3.290 0.2127
H -0.771 0.936 2.419 0.2013
H -1.013 -2.464 -1.571 0.2189
H -1.577 -4.683 -0.672 0.2157
H -1.755 -5.018 1.778 0.2149
H -1.350 -3.112 3.302 0.2127
H -0.769 -0.928 2.423 0.2012
N -3.097 -0.008 -3.904 -0.6267
C -1.949 -0.008 -4.028 0.2817
H -4.076 -0.008 -3.712 0.4623
```

Computed properties:
- E_tot: -37500.3686 eV
- Molecular weight: 513.287 g/mol
- Gap between HOMO and LUMO: 7.279 eV
- E_HOMO: -7.043 eV
- Net charge: 0
- E_LUMO: 0.2 eV